Here is a molecular structure, C22H40Cl2CrN5O3 from the Open Molecules 2025 dataset. Energies are from the ωB97M-V functional and the def2-TZVPD basis.

Cartesian coordinates (Å):
Cr  -0.84  0.45  -0.66
Cl  1.07  1.93  -0.63
Cl  -2.88  -0.49  -1.07
O  -1.61  2.27  -1.16
O  -0.27  -1.82  -0.18
O  2.11  -0.72  0.91
N  -1.28  -1.51  2.72
N  -0.46  -4.12  -0.19
N  -0.85  0.47  1.54
N  0.04  0.19  3.67
N  4.19  0.19  0.56
C  0.75  -4.31  0.59
C  -0.90  -2.87  -0.50
C  0.50  1.59  3.72
C  -2.31  6.50  -3.44
C  -1.22  -5.32  -0.50
C  -0.68  -0.28  2.60
C  1.09  -1.01  -2.57
C  0.02  -0.24  -2.64
C  5.10  1.29  0.81
C  -1.70  5.25  -3.34
C  0.15  -0.52  4.93
C  1.58  -1.90  -3.69
C  4.75  -1.10  0.24
C  -0.67  -2.62  3.38
C  -3.45  4.46  -1.89
C  2.88  0.26  0.84
C  -3.50  6.76  -2.71
C  -0.70  0.19  -3.82
C  -4.08  5.70  -1.97
C  -1.44  3.01  -2.13
C  -2.65  -1.71  2.27
C  -2.18  4.26  -2.45
H  4.53  2.19  1.07
H  -1.85  -2.79  -1.08
H  5.72  1.49  -0.07
H  -0.56  1.43  1.76
H  -2.80  -1.12  1.36
H  -1.06  -2.75  4.40
H  0.85  -1.35  4.85
H  3.91  -1.78  0.12
H  -0.89  -3.52  2.82
H  1.35  1.71  3.03
H  -1.90  7.22  -4.16
H  -0.65  2.80  -2.87
H  -3.94  3.61  -1.41
H  0.50  -4.58  1.62
H  -2.05  -5.02  -1.16
H  5.41  -1.47  1.04
H  -0.64  -0.56  -4.61
H  5.78  1.03  1.64
H  0.83  1.84  4.75
H  -0.26  1.12  -4.21
H  1.33  -3.38  0.57
H  -0.30  2.29  3.46
H  -0.57  -6.04  -1.01
H  1.27  -1.52  -4.67
H  -3.99  7.73  -2.84
H  -5.08  5.84  -1.53
H  1.10  -2.89  -3.62
H  2.67  -2.00  -3.66
H  1.33  -5.12  0.15
H  -0.80  -0.88  5.34
H  -3.35  -1.45  3.08
H  2.52  1.29  0.95
H  5.32  -1.05  -0.70
H  1.72  -0.98  -1.67
H  0.42  -2.52  3.38
H  -2.82  -2.76  2.04
H  -1.75  0.36  -3.58
H  -1.60  -5.78  0.43
H  0.58  0.16  5.68
H  -0.84  4.99  -3.95

Properties
Kohn-Sham gap (spin up / spin down) = 6.69 / 6.62 eV
Molar mass = 545.50 g/mol
E_tot = -3326.63346 hartree
Highest occupied orbital energy (spin up / spin down) = -6.954 / -6.947 eV
2S+1 = 4
Charge = 0

Atomic partial charges in e from the Mulliken method, atoms 1 to 2: atom 1 (Cr): -0.2740, atom 2 (Cl): -0.6541